[1]
Molecular formula: C4H9N2
Method: DFT, wB97M-V/def2-TZVPD

```
! RIJCOSX wB97M-V def2-TZVPD def2/J DEFGRID3
* xyz 1 1
C 0.529 -0.080 -2.455
C 0.555 -0.904 -1.485
C 1.130 0.573 2.142
C -1.707 -0.115 0.024
N -0.138 0.411 1.579
N -0.344 -0.025 0.440
H 0.799 -0.413 -3.458
H 0.264 0.966 -2.409
H 0.745 -1.870 -1.082
H 1.183 -0.074 3.024
H 1.965 0.363 1.465
H 1.181 1.595 2.532
H -1.851 0.521 -0.851
H -1.922 -1.140 -0.284
H -2.389 0.192 0.819
*
```

energy relative to the best compared isomer or geometry (same formula, charge and spin): 5.6635 eV
F_max: 0.0554 hartree/bohr
LUMO energy (spin up / spin down): -5.830 / -5.829 eV

Atomic partial charges in e from the Mulliken method, atoms 1 to 5: atom 1 (C): -0.589, atom 2 (C): 0.207, atom 3 (C): -0.667, atom 4 (C): -0.826, atom 5 (N): -0.524

[2]
Molecular formula: C4H9N2
Method: DFT, wB97M-V/def2-TZVPD

```
! RIJCOSX wB97M-V def2-TZVPD def2/J DEFGRID3
* xyz 1 1
C 0.632 -0.846 -0.453
C -0.899 0.641 1.599
C 0.247 -0.188 1.858
C -0.171 0.530 -2.281
N -0.108 0.034 -1.008
N 0.580 -1.207 0.811
H 0.984 -1.640 -1.169
H -1.451 0.345 0.777
H -0.844 1.557 2.131
H 1.191 0.334 2.362
H 0.050 -0.921 2.741
H -1.189 0.251 -2.708
H -0.502 1.576 -2.024
H 0.603 0.556 -3.093
H 1.095 -2.042 1.059
*
```

energy relative to the best compared isomer or geometry (same formula, charge and spin): 5.4320 eV
F_max: 0.0845 hartree/bohr
LUMO energy (spin up / spin down): -7.122 / -5.569 eV

Atomic partial charges in e from the Mulliken method, atoms 1 to 5: atom 1 (C): -0.003, atom 2 (C): -0.562, atom 3 (C): -0.293, atom 4 (C): -0.840, atom 5 (N): -0.224

[3]
Molecular formula: C4H9N2
Method: DFT, wB97M-V/def2-TZVPD

```
! RIJCOSX wB97M-V def2-TZVPD def2/J DEFGRID3
* xyz 1 1
C 1.003 2.085 0.442
C -0.351 0.169 -0.330
C -1.332 0.349 -1.436
C 0.606 -1.434 1.209
N 0.197 1.152 0.309
N -0.201 -1.081 0.136
H 0.804 2.720 1.156
H 1.901 2.125 -0.060
H -0.921 1.149 -1.934
H -2.443 0.592 -1.124
H -1.286 -0.493 -2.153
H 0.469 -2.568 1.346
H 0.492 -0.882 2.244
H 1.558 -1.304 0.857
H -0.986 -1.694 -0.017
*
```

energy relative to the best compared isomer or geometry (same formula, charge and spin): 2.4276 eV
F_max: 0.1034 hartree/bohr
LUMO energy: -4.306 eV

Atomic partial charges in e from the Mulliken method, atoms 1 to 5: atom 1 (C): -0.223, atom 2 (C): 0.645, atom 3 (C): -1.137, atom 4 (C): -0.933, atom 5 (N): -0.174

Which of these has the lowest energy relative to the best compared isomer or geometry (same formula, charge and spin)?
number 3